(1)
Density functional theory data (ωB97M-V with the def2-TZVPD basis set) for a 5-piece molecular cluster, C19H49NO6PS overall at a distorted geometry.

The calculation puts the orbital gap at 9.616 eV. For the HOMO energy, the calculation gives -12.2 eV.

Geometry as ORCA input:
```
! RIJCOSX wB97M-V def2-TZVPD def2/J DEFGRID3
* xyz 1 1
C 1.866 -1.834 -1.382
C 1.226 -2.818 -2.367
P 0.163 -2.191 -3.721
C 1.213 -0.923 -4.498
S -1.368 -0.938 -2.835
C -0.857 0.045 -1.396
C -1.937 1.028 -0.965
C -2.404 2.031 -2.028
C -1.352 3.101 -2.373
O -1.181 3.352 -3.748
C -0.655 2.268 -4.477
C -2.455 -2.200 -2.122
C -3.947 -1.947 -2.342
C -4.218 -1.406 -3.736
N -4.805 -0.164 -3.830
O -3.948 -2.080 -4.705
H 2.808 -2.248 -1.009
H 2.073 -0.857 -1.824
H 1.231 -1.710 -0.501
H 2.008 -3.334 -2.941
H 0.649 -3.588 -1.848
H 2.104 -1.472 -4.823
H 0.697 -0.567 -5.393
H 1.502 -0.088 -3.859
H -0.657 -0.661 -0.585
H 0.095 0.527 -1.643
H -1.514 1.593 -0.129
H -2.800 0.491 -0.559
H -2.724 1.504 -2.935
H -3.297 2.529 -1.637
H -0.385 2.859 -1.902
H -1.675 4.055 -1.947
H -1.433 1.559 -4.794
H -0.178 2.671 -5.373
H 0.112 1.740 -3.891
H -2.205 -2.297 -1.062
H -2.169 -3.128 -2.627
H -4.404 -1.343 -1.553
H -4.425 -2.932 -2.302
H -4.406 0.395 -4.576
H -4.779 0.361 -2.965
C 1.168 3.572 0.900
C 1.788 2.227 0.583
O 1.826 1.977 -0.831
H 0.163 3.632 0.479
H 1.105 3.734 1.977
H 1.757 4.383 0.468
H 1.185 1.419 1.004
H 2.794 2.157 1.007
H 2.359 2.666 -1.240
C -0.446 1.043 3.982
C -1.729 1.348 3.246
O -1.856 0.520 2.084
H 0.393 1.154 3.292
H -0.299 1.713 4.830
H -0.426 0.015 4.351
H -1.716 2.370 2.866
H -2.605 1.239 3.891
H -1.899 -0.397 2.374
C 5.456 -1.057 0.752
C 4.460 -1.430 1.834
O 3.623 -0.334 2.191
H 6.089 -0.237 1.089
H 6.091 -1.904 0.491
H 4.938 -0.726 -0.154
H 4.979 -1.739 2.738
H 3.832 -2.268 1.506
H 3.137 -0.075 1.403
C 1.161 -1.847 6.983
C -0.309 -1.500 7.119
O -1.066 -1.959 5.995
H 1.572 -1.411 6.072
H 1.733 -1.476 7.835
H 1.299 -2.930 6.930
H -0.445 -0.420 7.157
H -0.722 -1.928 8.037
H -0.962 -2.915 5.959
*
```

(2)
Density functional theory data (ωB97M-V with the def2-TZVPD basis set) for C19H50O10Si2 as an isolated structure at a distorted geometry.

The calculation puts the orbital gap at 9.677 eV. For the HOMO energy, the calculation gives -9.0 eV.

Geometry as ORCA input:
```
! RIJCOSX wB97M-V def2-TZVPD def2/J DEFGRID3
* xyz 0 1
Si 1.139 0.488 -0.802
O 1.456 2.169 -1.009
Si 0.101 3.052 -1.599
C -1.285 3.327 -0.322
C -2.271 1.963 -0.268
C -2.589 1.306 -1.733
O -3.611 2.116 -0.872
H 0.570 0.340 0.561
H 2.300 -0.378 -0.982
H 0.023 0.137 -1.712
H 0.624 4.393 -1.958
H -0.413 2.499 -2.867
H -2.004 4.154 -0.574
H -0.919 3.395 0.748
H -2.130 1.233 0.623
H -2.779 0.202 -1.723
H -2.594 1.963 -2.632
C -6.476 3.919 3.552
O -6.661 2.517 3.668
C -7.969 2.108 3.278
C -7.970 1.506 1.881
O -7.672 2.486 0.895
C -6.329 2.404 0.434
H -5.411 4.131 3.655
H -6.816 4.296 2.584
H -7.015 4.434 4.355
H -8.675 2.943 3.343
H -8.289 1.343 3.992
H -8.973 1.126 1.663
H -7.271 0.664 1.819
H -6.210 1.533 -0.216
H -5.620 2.343 1.263
H -6.111 3.303 -0.143
C 3.469 -4.498 -4.789
O 4.508 -3.558 -5.018
C 4.019 -2.225 -5.136
C 4.246 -1.437 -3.855
O 3.449 -1.944 -2.790
C 4.196 -2.749 -1.891
H 3.926 -5.445 -4.497
H 2.796 -4.175 -3.991
H 2.897 -4.654 -5.710
H 2.960 -2.221 -5.414
H 4.581 -1.750 -5.946
H 3.939 -0.400 -4.020
H 5.307 -1.433 -3.581
H 4.842 -2.115 -1.273
H 4.802 -3.490 -2.417
H 3.495 -3.273 -1.240
C 0.887 7.696 5.132
O 0.715 6.291 5.228
C -0.584 5.874 4.818
C -0.560 5.287 3.415
O -0.259 6.282 2.442
C 1.088 6.219 1.998
H 1.950 7.917 5.250
H 0.556 8.082 4.164
H 0.334 8.197 5.934
H -1.298 6.701 4.883
H -0.904 5.097 5.519
H -1.557 4.901 3.179
H 0.148 4.453 3.352
H 1.221 5.354 1.339
H 1.789 6.155 2.834
H 1.305 7.126 1.432
C 3.424 -6.420 -0.153
O 3.661 -6.677 -1.529
C 4.838 -7.450 -1.743
C 4.503 -8.906 -2.026
O 3.948 -9.543 -0.880
C 2.537 -9.676 -0.961
H 2.414 -6.020 -0.050
H 3.505 -7.326 0.452
H 4.137 -5.672 0.212
H 5.521 -7.365 -0.892
H 5.341 -7.028 -2.619
H 5.427 -9.439 -2.271
H 3.828 -8.992 -2.885
H 2.279 -10.463 -1.678
H 2.058 -8.739 -1.255
H 2.166 -9.963 0.023
*
```

(3)
Density functional theory data (ωB97M-V with the def2-TZVPD basis set) for a 3-piece molecular cluster, C19H51BBrN7O3P2 overall at a distorted geometry.

The calculation puts the orbital gap at 8.842 eV. For the HOMO energy, the calculation gives -8.4 eV. The SMILES is CN(C)P(=O)(N(C)C)N(C)C.CN(C)P(=O)(N(C)C)N(C)C.CC(=O)N(C)CCCCBBr.

Geometry as ORCA input:
```
! RIJCOSX wB97M-V def2-TZVPD def2/J DEFGRID3
* xyz 0 1
C -1.354 5.862 -0.862
C -1.852 4.948 -1.952
O -2.754 5.301 -2.664
N -1.180 3.723 -2.090
C -1.337 2.951 -0.832
C -1.611 2.976 -3.280
C -0.812 3.263 -4.563
C -0.520 4.730 -4.886
C 0.669 5.356 -4.151
B 2.065 4.708 -4.336
Br 2.542 3.576 -5.809
H -0.611 6.552 -1.256
H -2.208 6.436 -0.512
H -0.946 5.332 -0.006
H -2.084 3.376 -0.163
H -1.630 1.922 -1.015
H -0.407 2.947 -0.264
H -2.677 3.086 -3.483
H -1.459 1.919 -3.064
H -1.430 2.879 -5.377
H 0.087 2.648 -4.548
H -0.357 4.805 -5.962
H -1.427 5.305 -4.697
H 0.792 6.378 -4.541
H 0.503 5.463 -3.080
H 2.914 4.901 -3.527
O -0.528 2.414 2.891
P -0.351 1.449 4.008
N 1.252 1.700 4.508
C 2.189 0.711 4.990
C 1.461 2.996 5.130
N -0.526 -0.059 3.151
C 0.632 -0.681 2.523
C -1.636 -0.005 2.208
N -1.011 0.852 5.508
C -0.978 -0.570 5.793
C -2.339 1.404 5.825
H 2.020 0.430 6.041
H 3.200 1.119 4.917
H 2.189 -0.187 4.384
H 1.155 2.999 6.188
H 0.891 3.767 4.609
H 2.513 3.279 5.071
H 1.249 0.030 1.956
H 0.308 -1.472 1.844
H 1.255 -1.187 3.259
H -1.377 0.520 1.280
H -2.494 0.511 2.645
H -1.955 -1.021 1.964
H -1.672 -1.152 5.181
H -1.251 -0.695 6.845
H 0.020 -0.986 5.674
H -3.125 1.001 5.173
H -2.333 2.490 5.713
H -2.605 1.185 6.860
O 0.669 -3.976 0.513
P 0.484 -4.202 -0.950
N -0.418 -5.644 -0.993
C -0.285 -6.736 -1.930
C -1.789 -5.477 -0.542
N 2.164 -4.435 -1.383
C 2.773 -5.752 -1.266
C 3.014 -3.430 -0.751
N 0.065 -3.610 -2.551
C 0.882 -3.969 -3.695
C -0.235 -2.168 -2.581
H -0.763 -6.535 -2.901
H -0.760 -7.623 -1.506
H 0.751 -7.008 -2.100
H -2.437 -5.076 -1.336
H -1.830 -4.795 0.309
H -2.197 -6.432 -0.208
H 2.537 -6.256 -0.319
H 3.857 -5.660 -1.344
H 2.479 -6.397 -2.095
H 3.228 -3.657 0.299
H 2.541 -2.446 -0.782
H 3.957 -3.356 -1.297
H 1.859 -3.479 -3.702
H 0.332 -3.664 -4.590
H 1.032 -5.044 -3.766
H 0.665 -1.552 -2.449
H -0.938 -1.913 -1.783
H -0.704 -1.894 -3.527
*
```

(4)
Density functional theory data (ωB97M-V with the def2-TZVPD basis set) for C19H52AsF6O17S7 as an isolated structure at a distorted geometry.

The calculation puts the orbital gap at 9.080 eV. For the HOMO energy, the calculation gives -7.7 eV.

Geometry as ORCA input:
```
! RIJCOSX wB97M-V def2-TZVPD def2/J DEFGRID3
* xyz -1 1
As 0.225 -0.227 -1.292
F 0.948 1.368 -0.838
F -1.231 0.577 -1.506
F -0.421 -1.889 -1.704
F 1.830 -0.994 -0.965
F -0.281 -0.542 0.417
F 0.705 0.059 -3.119
O -5.731 4.404 -8.888
S -5.613 2.934 -9.074
O -6.849 2.191 -9.014
O -4.547 2.716 -10.408
C -4.272 1.354 -10.914
C -3.971 1.417 -12.423
C -4.480 2.127 -7.881
H -5.105 0.665 -10.781
H -3.380 0.995 -10.401
H -4.871 1.549 -13.024
H -3.713 0.438 -12.826
H -3.237 2.161 -12.731
H -4.849 2.161 -6.856
H -3.529 2.659 -7.917
H -4.421 1.057 -8.083
O 1.547 -7.731 -3.370
S 1.700 -8.253 -4.723
O 2.927 -8.647 -5.233
O 0.603 -9.440 -4.914
C -0.772 -9.240 -4.483
C -0.937 -10.097 -3.122
C 0.949 -7.058 -5.985
H -1.482 -9.414 -5.292
H -0.881 -8.168 -4.314
H -1.572 -9.574 -2.407
H 0.070 -10.174 -2.713
H -1.380 -11.048 -3.420
H 1.202 -6.024 -5.752
H -0.128 -7.223 -5.984
H 1.399 -7.369 -6.928
O -1.088 8.025 4.282
S 0.112 7.878 5.057
O 1.332 8.569 4.643
O -0.283 8.293 6.608
C 0.810 8.353 7.553
C 0.259 9.416 8.597
C 0.579 6.130 5.289
H 1.811 8.542 7.164
H 0.955 7.471 8.176
H -0.699 9.153 9.046
H 0.163 10.452 8.272
H 0.954 9.487 9.434
H 0.212 5.854 6.278
H 1.667 6.118 5.230
H 0.132 5.428 4.586
O 0.208 -8.996 5.132
S -0.879 -8.080 5.365
O -2.273 -8.420 4.951
O -0.903 -7.432 6.887
C 0.306 -7.087 7.575
C 0.157 -7.875 8.934
C -0.339 -6.642 4.318
H 0.289 -6.002 7.680
H 1.210 -7.342 7.022
H 1.053 -7.831 9.553
H -0.158 -8.907 8.774
H -0.599 -7.435 9.583
H -1.146 -5.918 4.432
H -0.339 -6.977 3.281
H 0.610 -6.301 4.733
O 3.433 7.541 -9.054
S 2.584 6.883 -8.008
O 2.548 5.410 -7.913
O 2.998 7.588 -6.515
C 2.564 6.834 -5.371
C 2.365 7.622 -4.084
C 0.814 7.661 -8.265
H 3.248 6.023 -5.119
H 1.750 6.143 -5.590
H 1.620 8.394 -4.280
H 3.252 8.189 -3.803
H 2.005 7.003 -3.262
H 0.109 7.297 -7.518
H 0.596 7.350 -9.287
H 0.844 8.751 -8.245
C -4.048 -1.251 6.544
S -2.787 -0.752 7.852
O -3.274 0.682 7.997
C -3.506 -1.687 9.199
H -4.981 -0.779 6.854
H -4.196 -2.331 6.564
H -3.805 -0.756 5.604
H -3.655 -2.696 8.816
H -4.488 -1.259 9.401
H -3.009 -1.663 10.169
C 6.206 0.138 3.479
S 7.657 0.222 4.710
O 7.846 1.613 5.382
C 6.841 -0.887 5.941
H 5.729 1.117 3.499
H 5.575 -0.740 3.617
H 6.704 0.055 2.512
H 5.815 -0.644 6.218
H 7.355 -0.846 6.902
H 6.726 -1.872 5.489
*
```

(5)
Density functional theory data (ωB97M-V with the def2-TZVPD basis set) for C19H52INO20P5 as an isolated structure at a distorted geometry.

The calculation puts the orbital gap at 7.744 eV. For the HOMO energy, the calculation gives -12.2 eV.

Geometry as ORCA input:
```
! RIJCOSX wB97M-V def2-TZVPD def2/J DEFGRID3
* xyz 1 1
I -0.567 1.338 -0.969
C 0.654 0.283 -2.450
C 1.003 1.355 -3.397
N 2.060 1.944 -3.002
C 2.650 1.359 -1.790
C 2.047 -0.039 -1.871
H 0.000 -0.513 -2.758
H 0.464 1.588 -4.297
H 2.459 2.735 -3.497
H 2.574 1.918 -0.871
H 3.712 1.266 -2.001
H 2.576 -0.545 -2.668
H 1.947 -0.601 -0.960
C 6.671 0.595 2.509
O 6.887 1.935 2.006
P 6.107 2.401 0.709
O 5.581 1.322 -0.133
O 7.142 3.366 0.003
C 8.313 2.762 -0.567
O 4.995 3.391 1.227
C 5.348 4.436 2.151
H 7.140 -0.135 1.854
H 7.130 0.542 3.492
H 5.607 0.380 2.596
H 8.039 1.928 -1.212
H 8.979 2.417 0.224
H 8.817 3.522 -1.156
H 6.364 4.790 1.983
H 5.253 4.067 3.169
H 4.656 5.259 1.997
C -5.849 0.561 1.878
O -5.655 1.906 1.397
P -6.285 2.300 -0.009
O -6.574 1.179 -0.895
O -5.226 3.349 -0.568
C -3.966 2.812 -0.956
O -7.523 3.210 0.324
C -7.389 4.282 1.271
H -5.244 -0.132 1.295
H -5.536 0.536 2.918
H -6.896 0.273 1.816
H -4.103 1.957 -1.620
H -3.400 2.506 -0.072
H -3.419 3.591 -1.482
H -6.389 4.711 1.252
H -7.609 3.912 2.271
H -8.110 5.048 1.001
C -7.317 2.214 7.769
O -7.901 0.917 7.559
P -7.327 0.017 6.375
O -6.604 0.754 5.344
O -8.611 -0.773 5.891
C -9.625 -0.019 5.213
O -6.479 -1.106 7.081
C -7.035 -1.829 8.190
H -7.613 2.890 6.970
H -7.694 2.586 8.717
H -6.231 2.152 7.811
H -9.190 0.570 4.406
H -10.140 0.636 5.916
H -10.335 -0.728 4.797
H -8.114 -1.939 8.096
H -6.799 -1.311 9.118
H -6.578 -2.815 8.200
C 5.772 -3.315 -0.907
O 7.151 -3.698 -1.012
P 8.105 -3.393 0.232
O 7.602 -2.360 1.132
O 9.492 -3.090 -0.467
C 9.596 -1.874 -1.216
O 8.357 -4.784 0.916
C 8.741 -5.917 0.122
H 5.681 -2.231 -0.959
H 5.249 -3.768 -1.745
H 5.337 -3.672 0.025
H 9.253 -1.027 -0.620
H 9.008 -1.945 -2.132
H 10.642 -1.735 -1.470
H 9.341 -5.620 -0.737
H 7.850 -6.443 -0.217
H 9.330 -6.575 0.754
C -1.029 -0.905 -7.881
O -2.101 -1.530 -7.160
P -1.731 -2.528 -5.971
O -0.365 -3.037 -6.005
O -2.890 -3.596 -6.037
C -2.893 -4.496 -7.159
O -2.077 -1.738 -4.647
C -3.328 -1.043 -4.515
H -0.525 -1.635 -8.510
H -1.469 -0.131 -8.505
H -0.308 -0.455 -7.200
H -1.915 -4.960 -7.278
H -3.166 -3.960 -8.068
H -3.633 -5.263 -6.957
H -4.138 -1.512 -5.070
H -3.201 -0.021 -4.871
H -3.584 -1.025 -3.459
*
```